{
  "formula": "C3H2N2O2",
  "method": "wB97M-V/def2-TZVPD",
  "species": ["C", "C", "C", "N", "N", "O", "O", "H", "H"],
  "coordinates": [[0.48016, 0.60474, -0.02015], [0.31255, -0.70954, -0.18177], [1.92765, 0.88363, -0.06169], [1.54877, -1.35193, -0.48122], [2.55202, -0.38370, -0.43152], [2.54653, 1.89203, 0.08003], [2.39554, -1.45391, 0.64697], [-0.26380, 1.34573, 0.18771], [-0.57094, -1.31380, -0.14570]],
  "forces_ev_per_a": [[-0.1, -0.4, 0.0], [0.2, 0.9, 0.5], [-0.4, 0.1, 0.5], [-0.3, -0.6, -1.2], [0.9, -1.5, 0.6], [0.0, -0.1, 0.0], [0.1, 1.7, -0.3], [-0.2, 0.2, 0.0], [-0.2, -0.1, 0.0]],
  "largest_force_ev_per_a": 1.81,
  "homo_lumo_gap_ev": 9.6640,
  "e_above_lowest_ev": 5.161,
  "smiles": "O=c1ccn2on12",
  "spin_multiplicity": 1,
  "e_lumo_ha": -0.030,
  "energy_ev": -10213.0280
}